(1)
78
Properties=species:S:1:pos:R:3:mulliken_spin:R:1 method="wB97M-V/def2-TZVPD" s2=0.7522 charge=-1 homo_lumo_gap_ev="4.56 / 7.95" homo_energy_ha="-0.0902 / -0.2145" spin_multiplicity=2 e_lumo_ha="0.0775 / 0.0775"
Y -4.726 29.867 3.191 0.152
C -5.572 30.150 -0.351 -0.001
O -4.402 31.024 -0.217 0.000
O -5.558 29.622 0.954 -0.009
C -6.795 30.890 -0.931 0.000
F -7.314 31.705 -0.051 0.000
F -6.580 31.541 -2.036 0.000
F -7.782 30.084 -1.154 0.000
C -3.489 31.260 -1.295 0.000
C -2.362 32.134 -0.762 0.000
H -1.817 32.408 -1.665 0.000
H -2.718 32.974 -0.166 0.000
H -1.585 31.565 -0.251 0.000
H -3.833 31.798 -2.178 0.000
H -3.017 30.314 -1.560 0.000
H -5.216 29.439 -1.096 0.000
Cl -2.405 31.158 3.808 -0.001
N -4.435 27.852 3.892 -0.052
S -3.570 26.919 4.852 0.344
O -2.194 26.520 4.428 0.055
O -4.199 26.337 6.025 0.116
F -3.061 28.198 5.716 0.017
S -5.170 26.420 3.379 0.225
O -6.186 25.739 4.142 0.038
O -4.291 25.684 2.488 0.090
F -6.058 27.228 2.291 0.024
O -5.164 30.424 5.462 -0.014
C -5.069 31.002 6.521 -0.007
O -5.314 30.515 7.758 -0.001
C -5.504 29.199 7.980 0.000
C -6.667 28.680 7.103 0.003
C -4.448 32.334 6.537 0.000
H -5.732 29.094 9.040 -0.001
H -4.601 28.648 7.717 0.003
H -7.432 29.446 6.983 0.000
H -7.115 27.839 7.631 -0.001
H -6.265 28.256 6.182 0.000
H -4.877 32.983 7.301 0.000
H -4.702 32.898 5.640 0.000
H -3.359 32.312 6.568 0.000
O -5.893 31.934 3.357 0.011
C -6.565 32.974 3.318 0.007
O -6.171 34.141 2.848 0.000
C -4.972 34.321 2.172 -0.001
C -4.103 35.205 3.026 0.000
C -7.936 33.026 3.893 0.000
H -5.183 34.745 1.189 0.000
H -4.454 33.370 2.052 0.001
H -3.088 35.332 2.650 0.000
H -3.968 34.746 4.005 0.000
H -4.472 36.188 3.319 0.000
H -8.028 32.058 4.384 0.000
H -8.771 33.285 3.242 0.000
H -7.900 33.874 4.577 0.000
C -0.441 25.556 1.761 0.001
C 0.398 26.830 1.679 -0.002
C -0.143 28.166 2.158 0.003
C -1.558 28.397 1.900 -0.002
N -2.701 28.639 1.746 0.002
H -1.371 25.676 1.204 0.001
H -0.618 25.345 2.816 -0.001
H 0.023 24.689 1.293 0.000
H 0.813 26.855 0.671 0.000
H 1.315 26.698 2.254 0.000
H 0.499 28.961 1.776 0.000
H 0.080 28.214 3.223 0.000
C -9.236 26.187 2.274 -0.005
C -9.333 27.556 1.606 0.000
C -9.465 28.667 2.748 0.000
C -8.260 29.126 3.377 0.000
N -7.213 29.482 3.808 0.001
H -9.155 25.357 1.573 -0.001
H -9.963 26.003 3.066 -0.001
H -8.283 26.038 2.781 0.005
H -10.191 27.642 0.939 0.000
H -8.521 27.854 0.944 0.000
H -9.907 28.186 3.621 0.000
H -10.066 29.561 2.581 0.000

=====

(2)
67
Properties=species:S:1:pos:R:3:nbo_charge:R:1 method="wB97M-V/def2-TZVPD" s2=6.0211 charge=+2 homo_lumo_gap_ev="7.32 / 7.37" homo_energy_ha="-0.4766 / -0.4766" de_lowest_ev=0.511 spin_multiplicity=5 e_lumo_ha="-0.2077 / -0.2058"
Cr 1.280 -1.107 -0.339 0.965
C 1.500 -3.127 -3.091 -0.537
C 2.765 -3.457 -2.315 -0.517
S 3.288 -2.023 -1.332 0.230
C 4.181 -2.759 0.063 -0.506
C 4.329 -1.710 1.158 -0.557
S 2.825 -0.804 1.653 0.267
C 2.108 -1.901 2.911 -0.533
C 1.457 -3.188 2.422 -0.521
S 0.077 -2.838 1.294 0.253
C 0.189 -4.213 0.113 -0.520
C -0.523 -3.840 -1.181 -0.528
S 0.141 -2.420 -2.116 0.259
H 1.128 -4.016 -3.601 0.267
H 1.698 -2.381 -3.862 0.256
H 3.567 -3.712 -3.007 0.267
H 2.617 -4.303 -1.644 0.229
H 5.164 -3.077 -0.285 0.264
H 3.633 -3.636 0.404 0.218
H 5.033 -0.938 0.844 0.257
H 4.748 -2.171 2.053 0.263
H 1.394 -1.266 3.435 0.278
H 2.909 -2.133 3.614 0.257
H 1.085 -3.739 3.286 0.262
H 2.172 -3.831 1.909 0.214
H -0.288 -5.104 0.525 0.260
H 1.238 -4.447 -0.062 0.207
H -1.562 -3.570 -0.985 0.258
H -0.545 -4.686 -1.869 0.262
N 2.059 2.766 1.701 -0.804
C 0.731 2.536 1.948 0.309
S 0.272 1.124 2.709 -0.248
N -0.075 3.517 1.498 -0.590
C -1.487 3.688 1.525 0.208
C -1.992 4.642 0.643 -0.270
C -3.339 4.959 0.653 -0.190
C -4.198 4.311 1.530 -0.222
C -3.689 3.362 2.403 -0.182
C -2.335 3.049 2.421 -0.274
H 2.681 2.197 2.254 0.416
H 2.375 3.715 1.558 0.395
H 0.394 4.289 1.045 0.397
H -1.322 5.161 -0.032 0.213
H -3.714 5.716 -0.021 0.233
H -5.250 4.560 1.549 0.235
H -4.344 2.872 3.110 0.229
H -1.947 2.343 3.135 0.252
C -3.334 1.778 -1.139 -0.415
N -2.429 0.724 -0.688 -0.397
C -2.903 -0.105 0.415 -0.396
C -1.132 0.680 -0.996 0.809
O -0.354 0.032 -0.233 -0.837
N -0.654 1.338 -2.085 -0.438
C 0.775 1.554 -2.189 -0.390
C -1.385 1.372 -3.349 -0.408
H -3.862 2.162 -0.268 0.236
H -4.058 1.405 -1.864 0.212
H -2.765 2.596 -1.569 0.223
H -3.985 -0.174 0.346 0.223
H -2.618 0.331 1.375 0.230
H -2.479 -1.105 0.346 0.201
H 1.214 1.691 -1.201 0.209
H 0.959 2.461 -2.765 0.235
H 1.280 0.730 -2.715 0.169
H -2.341 0.870 -3.248 0.226
H -0.803 0.848 -4.111 0.206
H -1.552 2.395 -3.685 0.220

=====

(3)
62
Properties=species:S:1:pos:R:3:nbo_charge:R:1 method="wB97M-V/def2-TZVPD" homo_lumo_gap_ev=9.38 homo_energy_ha=-0.3191 de_lowest_ev=2.950 e_lumo_ha=0.0257 smiles="CCO[C@@H]1OC(C(=O)N2CCN(C)CC2)=C[C@H](C(C)(C)C)[C@H]1CCCO"
C 0.471 3.263 0.280 -0.643
C -0.606 2.860 1.282 -0.057
O -1.320 1.690 0.925 -0.547
C -0.703 0.475 1.205 0.402
O 0.482 0.279 0.471 -0.545
C 0.266 0.030 -0.870 0.182
C 1.351 0.441 -1.816 0.644
O 1.051 0.898 -2.909 -0.628
N 2.638 0.286 -1.441 -0.427
C 3.152 -0.353 -0.256 -0.225
C 4.000 0.642 0.538 -0.227
N 5.076 1.143 -0.296 -0.438
C 5.975 2.003 0.440 -0.405
C 4.532 1.803 -1.470 -0.228
C 3.697 0.810 -2.276 -0.231
C -0.874 -0.466 -1.346 -0.199
C -2.034 -0.893 -0.504 -0.255
C -3.377 -0.319 -1.055 -0.008
C -3.267 1.170 -1.382 -0.631
C -4.523 -0.532 -0.061 -0.614
C -3.729 -1.086 -2.337 -0.608
C -1.717 -0.662 0.992 -0.246
C -1.158 -1.943 1.631 -0.384
C -2.230 -3.000 1.875 -0.417
C -1.650 -4.251 2.528 -0.048
O -2.697 -5.181 2.706 -0.722
H 0.833 4.260 0.519 0.211
H 0.058 3.265 -0.726 0.224
H 1.305 2.567 0.307 0.211
H -0.167 2.729 2.282 0.162
H -1.374 3.638 1.332 0.189
H -0.353 0.475 2.256 0.157
H 2.341 -0.731 0.361 0.239
H 3.793 -1.188 -0.567 0.193
H 4.436 0.137 1.403 0.203
H 3.351 1.459 0.905 0.165
H 6.393 1.447 1.278 0.200
H 5.479 2.906 0.830 0.163
H 6.789 2.310 -0.215 0.201
H 5.362 2.162 -2.083 0.205
H 3.901 2.668 -1.194 0.167
H 3.240 1.293 -3.141 0.250
H 4.336 -0.015 -2.610 0.195
H -0.943 -0.599 -2.412 0.237
H -2.122 -1.979 -0.632 0.222
H -2.523 1.340 -2.156 0.216
H -4.225 1.545 -1.735 0.202
H -2.974 1.729 -0.500 0.234
H -4.459 0.160 0.774 0.207
H -4.528 -1.551 0.322 0.206
H -5.473 -0.353 -0.560 0.213
H -3.886 -2.143 -2.126 0.202
H -4.645 -0.687 -2.768 0.210
H -2.945 -0.996 -3.084 0.207
H -2.615 -0.367 1.533 0.228
H -0.699 -1.693 2.591 0.199
H -0.372 -2.352 0.991 0.203
H -3.007 -2.600 2.528 0.206
H -2.706 -3.302 0.942 0.205
H -1.198 -3.991 3.497 0.152
H -0.864 -4.675 1.886 0.153
H -2.349 -5.976 3.123 0.469

=====

(4)
62
Properties=species:S:1:pos:R:3:nbo_charge:R:1 method="wB97M-V/def2-TZVPD" charge=+1 homo_lumo_gap_ev=8.03 homo_energy_ha=-0.3887 de_lowest_ev=1.653 e_lumo_ha=-0.0937
O 3.733 3.629 1.890 -0.665
O 3.462 4.120 -2.648 -0.644
O -0.450 -4.400 -2.174 -0.739
C 3.466 4.807 1.689 0.684
C 3.526 3.922 -1.437 0.657
C -1.909 2.126 -2.401 -0.232
C -0.579 1.936 -2.814 -0.212
C -2.243 3.239 -1.612 -0.207
C 0.415 2.855 -2.434 -0.240
C -1.248 4.155 -1.228 -0.245
C 0.090 3.969 -1.632 0.090
N 4.605 3.364 -0.872 -0.615
N 2.839 5.227 0.590 -0.598
C 3.859 5.860 2.696 -0.707
C 5.789 2.916 -1.602 -0.411
C -0.316 -2.016 -2.367 -0.632
C -1.269 -3.089 -0.315 -0.408
C -2.038 -4.274 0.285 -0.425
C -1.129 -3.193 -1.838 0.106
C 1.154 4.966 -1.192 -0.451
C -2.452 -6.390 2.454 -0.423
C -3.175 -4.615 3.911 -0.416
C -4.431 -5.104 1.922 -0.423
C -2.214 -4.043 1.795 -0.216
C 2.376 4.337 -0.487 -0.134
N -3.065 -5.041 2.496 -0.211
H -0.295 -4.454 -3.135 0.484
H -2.676 1.428 -2.706 0.207
H -0.321 1.097 -3.444 0.210
H -3.268 3.397 -1.306 0.213
H 1.427 2.705 -2.780 0.235
H -1.516 5.008 -0.621 0.211
H 4.584 3.241 0.135 0.428
H 2.682 6.217 0.482 0.402
H 2.963 6.344 3.081 0.229
H 4.394 5.383 3.516 0.247
H 4.505 6.596 2.221 0.231
H 6.544 2.549 -0.905 0.209
H 5.515 2.117 -2.292 0.204
H 6.205 3.745 -2.178 0.212
H -0.231 -2.071 -3.457 0.215
H 0.691 -2.020 -1.939 0.220
H -0.800 -1.069 -2.108 0.220
H -0.270 -3.040 0.133 0.216
H -1.789 -2.156 -0.073 0.214
H -3.008 -4.354 -0.214 0.209
H -1.484 -5.202 0.105 0.232
H -2.122 -3.185 -2.302 0.159
H 0.681 5.664 -0.499 0.210
H 1.474 5.557 -2.051 0.249
H -2.389 -6.755 1.422 0.244
H -3.044 -7.108 3.033 0.239
H -1.438 -6.370 2.869 0.240
H -3.775 -5.326 4.490 0.236
H -2.184 -4.552 4.377 0.239
H -3.648 -3.630 3.988 0.239
H -4.883 -4.106 1.879 0.239
H -4.406 -5.510 0.904 0.242
H -5.080 -5.748 2.525 0.240
H -1.217 -4.029 2.253 0.233
H -2.646 -3.044 1.936 0.227
H 2.027 3.418 -0.013 0.234

=====

(5)
68
Properties=species:S:1:pos:R:3:nbo_charge:R:1 method="wB97M-V/def2-TZVPD" s2=2.0264 charge=+2 homo_lumo_gap_ev="7.82 / 8.75" homo_energy_ha="-0.4978 / -0.5046" de_lowest_ev=0.705 spin_multiplicity=3 e_lumo_ha="-0.2103 / -0.1829"
V 0.231 1.364 0.146 1.386
N 2.143 0.284 -0.057 -0.849
C 2.143 -0.913 0.819 -0.155
C 3.482 -1.191 1.494 -0.432
C 4.454 -2.067 0.690 -0.417
C 4.533 -3.485 1.252 -0.226
N 3.246 -4.190 1.273 -0.562
C 2.774 -4.967 0.306 0.677
N 3.410 -5.064 -0.861 -0.766
N 1.630 -5.630 0.485 -0.757
C 1.009 -0.735 1.848 0.777
O 1.054 -1.213 2.950 -0.565
O -0.010 -0.065 1.359 -0.719
H 2.353 0.053 -1.024 0.404
H 2.886 0.923 0.220 0.415
H 1.829 -1.767 0.210 0.216
H 3.267 -1.658 2.457 0.251
H 3.939 -0.231 1.749 0.227
H 5.467 -1.664 0.735 0.245
H 4.183 -2.081 -0.371 0.196
H 4.863 -3.436 2.289 0.241
H 5.277 -4.095 0.735 0.214
H 2.730 -4.174 2.140 0.430
H 4.298 -4.616 -1.004 0.427
H 3.117 -5.733 -1.553 0.431
H 1.175 -5.649 1.382 0.430
H 1.271 -6.249 -0.222 0.428
C -5.733 0.163 1.445 -0.615
C -5.883 1.649 1.135 -0.229
C -5.236 2.513 2.213 -0.618
C -5.370 1.989 -0.266 -0.216
N -3.950 1.661 -0.438 -0.149
C -2.860 2.311 -0.038 0.228
N -1.823 1.573 -0.375 -0.416
N -2.302 0.474 -0.995 -0.052
N -3.571 0.527 -1.043 0.006
H -6.230 -0.074 2.384 0.234
H -4.682 -0.116 1.552 0.200
H -6.171 -0.458 0.663 0.223
H -6.950 1.890 1.099 0.232
H -4.190 2.238 2.371 0.193
H -5.744 2.367 3.165 0.242
H -5.288 3.577 1.970 0.213
H -5.481 3.049 -0.491 0.228
H -5.887 1.412 -1.030 0.248
H -2.836 3.260 0.470 0.259
C 3.451 3.432 -0.291 -0.427
N 2.724 3.027 -1.492 -0.465
C 3.282 3.686 -2.672 -0.410
C 1.273 3.132 -1.429 -0.211
C 0.693 3.852 -0.225 -0.108
C 0.571 5.242 -0.277 -0.193
C 0.176 5.937 0.852 -0.177
C -0.118 5.255 2.031 -0.183
C -0.040 3.872 2.078 -0.233
C 0.364 3.165 0.948 -0.293
H 3.433 4.516 -0.126 0.202
H 4.491 3.123 -0.397 0.217
H 3.035 2.971 0.607 0.191
H 4.344 3.456 -2.738 0.218
H 3.170 4.777 -2.631 0.185
H 2.799 3.314 -3.574 0.209
H 0.848 2.082 -1.619 0.130
H 0.888 3.601 -2.337 0.251
H 0.812 5.773 -1.191 0.228
H 0.100 7.016 0.823 0.239
H -0.415 5.809 2.911 0.237
H -0.289 3.346 2.992 0.232

=====

(6)
68
Properties=species:S:1:pos:R:3:nbo_charge:R:1 method="wB97M-V/def2-TZVPD" homo_lumo_gap_ev=7.56 homo_energy_ha=-0.3349 e_lumo_ha=-0.0569
C 3.090 3.441 2.704 -0.630
C 1.562 3.632 2.326 -0.415
C 1.329 4.346 0.946 -0.432
C 1.856 3.557 -0.323 -0.242
N 2.004 2.103 -0.172 -0.644
C 0.772 1.325 -0.215 0.476
C 0.936 0.197 0.876 -0.465
C -0.339 -0.677 1.136 -0.429
C -0.157 -1.698 2.367 -0.391
C 1.338 -1.910 2.808 -0.621
O 0.931 0.547 -1.477 -0.711
S -0.448 0.537 -2.354 2.488
O -0.790 -0.768 -2.867 -0.881
O -0.304 1.546 -3.389 -0.917
O -1.460 1.050 -1.142 -0.647
C -0.611 2.017 -0.430 -0.022
C -1.476 2.477 0.823 -0.075
O -2.749 1.781 0.727 -0.522
C -3.622 2.309 1.691 0.294
C -4.828 2.960 1.246 -0.263
C -5.741 3.555 2.225 -0.197
C -5.438 3.493 3.636 -0.235
C -4.228 2.792 4.080 -0.200
C -3.321 2.203 3.126 -0.281
H 3.308 2.337 2.641 0.198
H 3.738 3.927 1.932 0.212
H 3.337 3.748 3.747 0.227
H 1.135 4.322 3.111 0.216
H 0.957 2.696 2.386 0.194
H 0.255 4.679 0.863 0.204
H 1.918 5.309 0.987 0.213
H 1.263 3.841 -1.235 0.217
H 2.890 3.958 -0.530 0.208
H 2.617 1.839 0.593 0.384
H 1.379 0.615 1.823 0.208
H 1.725 -0.502 0.480 0.246
H -0.563 -1.310 0.233 0.225
H -1.266 -0.099 1.365 0.220
H -0.674 -1.192 3.233 0.188
H -0.680 -2.668 2.195 0.220
H 1.398 -2.649 3.655 0.221
H 1.768 -0.958 3.232 0.193
H 1.991 -2.212 1.953 0.207
H -0.673 2.891 -1.137 0.239
H -1.708 3.570 0.735 0.201
H -1.004 2.242 1.807 0.193
H -5.056 3.004 0.160 0.235
H -6.664 4.053 1.864 0.223
H -6.122 3.972 4.369 0.224
H -3.999 2.725 5.170 0.223
H -2.399 1.667 3.458 0.223
C -0.496 -5.602 -5.483 -0.263
O -0.428 -6.004 -4.122 -0.698
P 1.025 -6.218 -3.272 2.338
O 0.407 -5.983 -1.926 -1.032
O 1.644 -4.840 -3.910 -0.858
C 1.088 -3.572 -3.588 -0.248
O 2.547 -6.633 -2.652 -0.684
C 3.711 -6.436 -3.455 -0.259
H -1.224 -6.230 -6.000 0.185
H -0.854 -4.572 -5.532 0.193
H 0.466 -5.681 -5.990 0.186
H 0.207 -3.649 -2.952 0.214
H 0.810 -3.069 -4.517 0.179
H 1.848 -2.966 -3.092 0.188
H 4.013 -5.388 -3.421 0.192
H 3.537 -6.739 -4.487 0.176
H 4.520 -7.038 -3.040 0.189

=====

(7)
65
Properties=species:S:1:pos:R:3:nbo_charge:R:1 method="wB97M-V/def2-TZVPD" charge=+1 homo_lumo_gap_ev=2.11 homo_energy_ha=-0.3916 e_lumo_ha=-0.3139
Al 1.869 -1.814 -2.598 0.989
B 3.020 0.094 -4.371 -0.751
H 3.399 -1.008 -4.346 -0.014
H 3.253 0.468 -3.300 -0.024
H 3.542 0.647 -5.231 0.061
H 1.870 0.089 -4.521 -0.046
B 0.824 0.554 -0.966 -0.905
H 1.764 0.240 -0.385 0.016
H 0.351 1.485 -0.470 -0.013
H 1.071 0.885 -2.042 0.013
H 0.060 -0.305 -1.021 -0.005
C -3.152 -5.843 2.014 -0.618
C -2.834 -4.636 1.158 -0.391
C -1.685 -5.012 0.195 -0.517
C -1.215 -3.828 -0.515 0.355
N -0.860 -2.870 -1.041 -0.402
H -3.524 -6.662 1.393 0.212
H -3.735 -5.644 2.911 0.229
H -2.277 -6.339 2.450 0.211
H -2.601 -3.805 1.831 0.212
H -3.730 -4.232 0.683 0.212
H -2.130 -5.608 -0.605 0.256
H -0.802 -5.465 0.639 0.264
C 0.913 0.790 3.081 -0.608
C 2.377 0.451 3.086 -0.395
C 2.646 -1.039 3.038 -0.516
C 2.237 -1.696 1.786 0.324
N 1.942 -2.264 0.834 -0.362
H 0.370 0.082 2.447 0.210
H 0.740 1.806 2.724 0.204
H 0.401 0.646 4.037 0.213
H 2.906 1.060 3.815 0.230
H 2.674 0.725 2.067 0.206
H 2.328 -1.702 3.846 0.254
H 3.733 -1.172 3.075 0.259
N -2.349 -0.074 0.412 -0.535
C -2.486 0.986 1.241 -0.003
C -3.670 0.862 1.940 -0.269
C -4.315 -0.245 1.379 -0.278
C -3.463 -0.876 0.470 0.009
H -1.493 -0.262 -0.094 0.466
H -1.678 1.696 1.326 0.227
H -4.097 1.390 2.775 0.245
H -5.298 -0.626 1.611 0.235
H -3.562 -1.775 -0.112 0.233
N 2.616 2.835 0.233 -0.533
C 2.424 3.982 0.927 0.057
C 3.708 4.444 1.260 -0.253
C 4.661 3.516 0.852 -0.264
C 3.947 2.492 0.217 0.075
H 1.888 2.189 -0.065 0.479
H 1.449 4.337 1.212 0.231
H 4.025 5.344 1.764 0.243
H 5.722 3.538 1.027 0.247
H 4.219 1.539 -0.208 0.243
N -1.113 1.974 -2.672 -0.549
C -0.814 2.435 -3.914 0.157
C -1.892 3.129 -4.460 -0.262
C -2.875 3.104 -3.475 -0.222
C -2.406 2.296 -2.396 0.134
H -0.522 1.433 -2.030 0.505
H 0.128 2.138 -4.357 0.261
H -1.797 3.527 -5.457 0.261
H -3.802 3.641 -3.604 0.252
H -2.901 1.947 -1.503 0.244